{"formula": "C23H36IrN7O5S3", "method": "the ωB97M-V functional and the def2-TZVPD basis", "symbols": ["Ir", "S", "S", "S", "O", "O", "O", "O", "O", "N", "N", "N", "N", "N", "N", "N", "C", "C", "C", "C", "C", "C", "C", "C", "C", "C", "C", "C", "C", "C", "C", "C", "C", "C", "C", "C", "C", "C", "C", "H", "H", "H", "H", "H", "H", "H", "H", "H", "H", "H", "H", "H", "H", "H", "H", "H", "H", "H", "H", "H", "H", "H", "H", "H", "H", "H", "H", "H", "H", "H", "H", "H", "H", "H", "H"], "positions_angstrom": [[0.684, -0.854, 0.850], [-1.481, -1.285, 1.793], [2.867, -0.276, 0.201], [-1.002, -2.701, -4.982], [-0.805, -1.345, -5.443], [-4.839, -0.829, -3.075], [-7.131, -0.528, -4.687], [-2.285, -2.927, -4.326], [-0.522, -3.767, -5.814], [1.001, -2.931, 0.601], [-2.289, 1.325, -0.601], [-5.488, 1.076, -4.108], [1.295, -0.505, 2.779], [0.386, 1.197, 0.800], [-3.994, -1.767, 1.037], [-2.599, -3.048, -0.039], [1.072, 1.771, -0.390], [-2.726, -2.051, 0.826], [2.559, 1.427, -0.410], [-2.909, 2.335, 0.029], [0.828, 1.838, 2.071], [-4.197, 1.186, -2.054], [-3.902, -3.479, -0.588], [0.986, -4.057, -1.673], [-4.142, 2.836, -0.335], [0.359, -1.755, -1.378], [-0.013, -1.631, -2.698], [-4.555, -0.786, 1.945], [-4.797, 2.258, -1.413], [0.769, 0.838, 3.207], [0.563, -3.959, -2.999], [0.015, -2.779, -3.483], [-4.866, 0.391, -3.142], [-2.949, 0.758, -1.613], [3.577, 0.007, 1.871], [-6.197, 0.368, -5.189], [2.767, -0.719, 2.929], [0.833, -2.956, -0.854], [-4.882, -2.621, 0.222], [0.942, 2.855, -0.414], [-6.738, 1.122, -5.755], [0.600, -4.817, -3.660], [2.933, -1.794, 2.860], [-5.461, -0.119, -5.833], [-2.475, -0.072, -2.128], [1.836, 2.220, 1.931], [-5.519, -3.210, 0.882], [-4.577, 3.663, 0.209], [-5.041, -1.283, 2.786], [-4.038, -4.543, -0.409], [-5.333, 2.067, -4.196], [-1.740, -3.270, -0.501], [-0.420, -0.723, -3.126], [-5.770, 2.615, -1.727], [-6.647, -1.279, -4.321], [2.939, 1.465, -1.430], [0.045, -0.797, -0.827], [-3.947, -3.283, -1.658], [0.838, -1.176, 3.396], [0.571, 1.364, -1.267], [-5.297, -0.198, 1.405], [1.892, -3.330, 0.888], [1.370, -4.991, -1.280], [1.315, 1.193, 4.082], [0.268, -3.479, 1.053], [0.197, 2.697, 2.302], [4.596, -0.377, 1.860], [-0.268, 0.671, 3.499], [-2.384, 2.785, 0.868], [3.170, 2.101, 0.188], [-3.774, -0.127, 2.314], [-5.498, -1.993, -0.418], [3.632, 1.078, 2.050], [3.081, -0.402, 3.925], [-0.625, 1.308, 0.630]], "e_homo_ev": -12.46, "gap_ev": 5.751, "multiplicity": 1, "charge": 2}

***

{"formula": "C23H37As3PtSTe", "method": "the ωB97M-V functional and the def2-TZVPD basis", "symbols": ["Pt", "Te", "As", "As", "As", "S", "C", "C", "C", "C", "C", "C", "C", "C", "C", "C", "C", "C", "C", "C", "C", "C", "C", "C", "C", "C", "C", "C", "C", "H", "H", "H", "H", "H", "H", "H", "H", "H", "H", "H", "H", "H", "H", "H", "H", "H", "H", "H", "H", "H", "H", "H", "H", "H", "H", "H", "H", "H", "H", "H", "H", "H", "H", "H", "H", "H"], "positions_angstrom": [[1.368, -1.243, -0.686], [2.802, -2.815, -2.101], [1.047, -0.882, 1.756], [-3.644, 3.090, 1.277], [0.845, 1.235, -0.983], [-0.617, -2.604, -1.822], [7.269, -1.395, -0.665], [-2.298, -2.271, -1.493], [6.903, -2.728, -0.611], [-1.827, 0.228, 0.374], [-2.946, -2.804, -0.378], [-3.203, 3.516, -0.610], [-4.311, -2.652, -0.236], [-1.110, 1.180, 1.319], [-0.229, 1.740, -2.542], [5.076, -0.828, -1.455], [2.203, 2.642, -1.164], [2.594, 0.001, 2.575], [-2.101, 2.079, 2.077], [0.786, -2.306, 3.074], [6.349, -0.444, -1.075], [-3.040, -1.561, -2.439], [-4.866, 1.586, 0.892], [-5.050, -1.976, -1.196], [5.634, -3.110, -0.999], [-0.110, 2.059, 0.549], [-0.381, 0.345, 2.384], [-4.407, -1.428, -2.295], [4.714, -2.167, -1.432], [8.266, -1.097, -0.382], [-0.614, 2.951, 0.162], [-2.525, -1.139, -3.292], [5.353, -4.152, -0.970], [-2.609, 1.473, 2.838], [-4.813, -3.076, 0.623], [1.728, 3.625, -1.192], [2.909, 2.618, -0.335], [-4.975, 0.963, 1.779], [-1.099, -0.468, -0.060], [0.665, 2.399, 1.249], [-0.114, -2.873, 2.827], [-2.375, -3.336, 0.369], [-5.847, 1.996, 0.653], [-2.859, 2.659, -1.183], [6.630, 0.600, -1.099], [0.686, -1.879, 4.075], [3.427, -0.700, 2.634], [0.076, 1.008, 3.128], [-0.574, 2.773, -2.484], [1.640, -2.986, 3.045], [2.348, 0.341, 3.581], [-4.542, 0.961, 0.064], [-2.466, 4.317, -0.673], [7.608, -3.468, -0.267], [-1.511, 2.822, 2.628], [-1.076, 1.065, -2.651], [2.763, 2.497, -2.088], [-6.123, -1.884, -1.088], [2.911, 0.856, 1.976], [-4.976, -0.913, -3.057], [0.408, 1.623, -3.422], [-4.125, 3.882, -1.062], [-2.592, -0.347, 0.896], [-2.298, 0.771, -0.440], [4.357, -0.084, -1.786], [-1.114, -0.282, 2.906]], "e_homo_ev": [-6.74, -6.95], "s_squared": 2.020, "gap_ev": [7.165, 5.488], "multiplicity": 3, "charge": 0}

***

{"formula": "C23H37ClN2O3SiTi", "method": "the ωB97M-V functional and the def2-TZVPD basis", "symbols": ["Ti", "Cl", "Si", "O", "O", "O", "N", "N", "C", "C", "C", "C", "C", "C", "C", "C", "C", "C", "C", "C", "C", "C", "C", "C", "C", "C", "C", "C", "C", "C", "C", "H", "H", "H", "H", "H", "H", "H", "H", "H", "H", "H", "H", "H", "H", "H", "H", "H", "H", "H", "H", "H", "H", "H", "H", "H", "H", "H", "H", "H", "H", "H", "H", "H", "H", "H", "H", "H"], "positions_angstrom": [[-0.944, -0.006, 0.256], [-2.890, 0.423, 1.387], [-0.104, 0.132, 3.626], [-0.609, 4.053, -0.784], [-0.267, -4.043, -1.143], [0.042, -0.020, 2.004], [-0.112, 1.946, -0.166], [-0.309, -2.089, -0.034], [-1.991, 2.337, -1.763], [1.604, -0.203, 4.372], [-0.437, -0.025, -4.294], [-1.333, -1.091, 4.367], [-0.409, -2.549, -4.410], [-1.376, -1.279, -2.479], [-0.672, 1.842, 4.181], [2.110, 2.599, -0.969], [1.728, 2.419, 1.486], [0.800, -4.176, -0.161], [-0.835, -2.868, -0.958], [-0.821, 1.177, -3.687], [1.096, 2.749, 0.156], [0.537, 4.170, 0.131], [2.086, -2.125, 0.518], [-0.905, 2.773, -0.859], [0.773, -2.874, 0.632], [-0.543, 2.487, -4.368], [-0.755, -1.260, -3.721], [0.429, -3.188, 2.075], [-1.409, -0.081, -1.715], [-1.941, -2.495, -1.868], [-1.418, 1.145, -2.433], [-2.867, 2.096, -1.138], [2.027, -1.161, 1.040], [2.517, 1.582, -0.983], [-0.959, 1.790, 5.243], [1.554, -0.183, 5.471], [0.084, -2.341, -5.364], [0.147, 4.486, 1.109], [-1.552, 2.170, 3.612], [-2.215, -0.209, -0.455], [1.657, 2.821, -1.946], [2.882, -2.733, 0.967], [0.186, 3.095, -3.810], [-0.122, 2.301, -5.362], [-1.028, -2.135, 4.226], [2.005, -1.182, 4.076], [0.275, -3.161, -3.803], [1.732, -4.347, -0.713], [0.066, 0.003, -5.260], [1.001, -4.072, 2.392], [-1.450, 3.093, -4.493], [0.998, 2.515, 2.294], [0.689, -2.357, 2.736], [2.535, 3.145, 1.667], [0.107, 2.610, 4.098], [-2.329, -0.964, 3.923], [-2.144, -3.306, -2.571], [-2.250, 3.144, -2.458], [2.330, 0.561, 4.061], [-0.640, -3.413, 2.169], [-1.417, -0.911, 5.450], [1.206, 4.937, -0.274], [-2.834, -2.293, -1.256], [2.323, -1.957, -0.541], [2.931, 3.309, -0.797], [2.164, 1.415, 1.491], [-1.297, -3.162, -4.616], [0.565, -5.067, 0.434]], "e_homo_ev": [-1.65, -1.51], "s_squared": 0.767, "gap_ev": [4.408, 4.271], "multiplicity": 2, "charge": -1}

***

Energy above the lowest of the compared OMol25 structures with the same formula, charge and spin list, top to bottom, in kJ/mol: 145.3; 104.1; 0.0